(1)
A molecular structure, C19H24BrGeIN3O4PdS, computed with ωB97M-V/def2-TZVPD.

Its energy above the lowest of the compared OMol25 structures with the same formula, charge and spin is 79.66 kcal/mol. Its net charge is -1. The calculation puts the max |F| at 0.36 eV/A. The HOMO energy comes out at -4.502 eV.

Last column: Löwdin charge in e.
Geometry (Å):
Pd: 0.32527 0.05240 -1.21539  0.682
C: 4.89887 -0.88868 0.11782  -0.069
C: 3.82624 -0.04024 0.73462  -0.268
C: 3.26524 -0.34903 1.96761  -0.030
C: 2.22385 0.40894 2.46695  -0.110
C: 1.79642 1.46394 1.68385  -0.743
Br: 0.28314 2.48910 2.25047  0.795
N: 2.29757 1.80164 0.52398  0.036
C: 3.30084 1.05330 0.05979  -0.132
H: 5.49315 -1.38532 0.88490  0.073
H: 5.56298 -0.29273 -0.50811  0.077
H: 4.44016 -1.64754 -0.52056  0.020
H: 3.62126 -1.20880 2.52300  0.118
H: 1.72936 0.16856 3.39605  0.104
H: 3.67647 1.32118 -0.92145  0.112
O: -1.87356 -2.54937 -4.00738  0.038
C: -1.47232 -1.41395 -4.17732  -0.559
N: -1.63265 -0.36975 -3.30659  -0.089
S: -0.95958 0.95685 -3.85334  0.602
O: -1.86344 2.05884 -4.06192  -0.308
O: 0.19998 1.31141 -2.98718  -0.480
C: -0.34024 0.32729 -5.38064  -0.231
C: 0.38016 0.93361 -6.38900  -0.036
C: 0.73882 0.14169 -7.47261  -0.081
C: 0.37947 -1.20418 -7.52327  -0.073
C: -0.34842 -1.78950 -6.49486  -0.004
C: -0.70544 -1.00044 -5.41874  -0.154
H: 0.66059 1.97692 -6.33293  0.118
H: 1.31088 0.57340 -8.28411  0.098
H: 0.67971 -1.80093 -8.37557  0.098
H: -0.62763 -2.83471 -6.50944  0.120
N: -0.94553 -2.67694 -0.42961  0.106
C: 0.03270 -2.26836 0.49095  -0.671
O: 0.34076 -0.97485 0.50041  -0.321
C: 0.52468 -3.10399 1.42868  -0.007
I: 2.09651 -1.56290 -2.55926  0.063
H: -0.90579 -2.18584 -1.31631  0.018
H: -0.91204 -3.66978 -0.61214  0.089
H: 0.20751 -4.13629 1.47116  0.028
H: 1.24698 -2.73845 2.14312  0.022
C: -3.63942 -0.36093 -0.49556  -0.211
Ge: -2.51389 0.70294 0.67812  0.729
C: -3.35352 2.44134 1.03320  -0.235
C: -2.15723 -0.21710 2.35384  -0.210
C: -0.90062 1.16855 -0.38536  -0.205
H: -4.59530 -0.52514 0.00649  0.019
H: -3.16183 -1.31905 -0.69011  0.003
H: -3.80672 0.14137 -1.44682  0.015
H: -4.28803 2.30523 1.58098  0.014
H: -3.57378 2.96085 0.10008  0.020
H: -2.69083 3.06593 1.63417  -0.011
H: -3.10600 -0.61822 2.71589  0.021
H: -1.75467 0.47257 3.09465  -0.011
H: -1.45554 -1.03600 2.20022  0.005
H: -0.75745 2.22266 -0.65740  0.007

---

(2)
2 unconnected molecules or ions with the total composition CH3NO2, computed with ωB97M-V/def2-TZVPD.

Its energy above the lowest of the compared OMol25 structures with the same formula, charge and spin is 47.18 kcal/mol. Its net charge is -2. The calculation puts the max |F| at 4.95 eV/A. The HOMO energy comes out at 1.543 eV.

Last column: Löwdin charge in e.
Geometry (Å):
C: 1.44330 -0.12011 0.40682  -0.081
N: 2.66990 -0.22675 0.03070  -0.468
O: 3.27371 -1.26874 -0.26687  -0.150
O: 3.44765 1.13775 -0.04185  -0.382
H: 1.04561 0.84794 0.63520  0.038
H: -12.71341 0.63912 -1.24148  -1.000
H: 0.83324 -1.00920 0.47749  0.043

---

- Among the records above, which one has the highest max |F|?
  CH3NO2

---

- Which of these has the lowest max |F|?
  C19H24BrGeIN3O4PdS

---

- Among the records above, which one has the highest net charge?
  C19H24BrGeIN3O4PdS